15 unconnected molecules or ions with the total composition C62H150Cl2N8O32P6. Source: the OMol25 dataset; level of theory: the ωB97M-V functional and the def2-TZVPD basis.

Each line ends with the Löwdin charge.
CARTESIAN COORDINATES (ANGSTROEM)
C  5.46892  -3.08038  -2.95407  -0.318
O  4.84067  -2.62995  -3.90443  -0.008
N  6.38282  -4.10448  -2.99773  -0.191
C  7.08606  -4.54936  -1.79968  -0.048
C  6.73037  -4.70208  -4.30999  -0.041
H  5.43540  -2.65246  -1.94018  0.110
H  6.69324  -3.99710  -0.94598  0.079
H  8.14935  -4.32863  -1.89332  0.088
H  6.85164  -5.61223  -1.74097  0.088
H  6.63952  -5.78324  -4.20533  0.080
H  6.09596  -4.50677  -5.17455  0.083
H  7.72361  -4.41177  -4.65246  0.085
C  4.44423  -2.12117  1.48686  -0.319
O  4.40198  -1.92479  0.27929  -0.020
N  3.31425  -2.36946  2.19572  -0.173
C  3.48248  -2.50992  3.65038  -0.032
C  2.03683  -2.71681  1.56059  -0.015
H  5.33023  -2.08250  2.13933  0.128
H  3.21458  -3.56091  3.75877  0.088
H  2.67099  -2.03051  4.19786  0.064
H  4.45085  -2.29042  4.10000  0.077
H  2.07924  -2.40160  0.51802  0.080
H  1.89776  -3.79722  1.59913  0.098
H  1.21195  -2.15698  2.00133  0.057
C  -1.12250  -0.23214  4.44409  -0.340
O  -1.47923  0.55697  5.29456  -0.005
N  -1.09845  -1.56557  4.62547  -0.178
C  -0.87692  -2.41798  3.48476  -0.074
C  -1.57994  -2.19726  5.85207  -0.019
H  -0.96254  0.03002  3.38678  0.114
H  -0.69850  -1.82733  2.58622  0.045
H  -1.70153  -3.07513  3.20858  0.075
H  -0.06261  -3.10825  3.70507  0.087
H  -1.85689  -1.40393  6.54635  0.083
H  -2.50270  -2.69474  5.55355  0.090
H  -0.79098  -2.81690  6.27835  0.091
C  5.34369  4.88378  -1.87792  -0.365
O  5.11500  5.84614  -2.55085  0.023
N  5.00514  3.61385  -2.20726  -0.167
C  5.54360  2.52006  -1.36839  -0.024
C  4.13801  3.26599  -3.32187  -0.045
H  6.03721  4.97376  -1.02754  0.133
H  6.35219  1.97243  -1.85253  0.093
H  4.58719  2.02641  -1.19608  0.062
H  5.97613  2.84535  -0.42224  0.076
H  4.55348  2.47245  -3.94297  0.094
H  3.13450  2.95300  -3.03357  0.067
H  3.93853  4.05151  -4.05074  0.065
C  -1.24329  3.85982  -5.92634  -0.391
O  -1.11461  3.89012  -7.15898  -0.011
N  -0.50871  3.11770  -5.16216  -0.132
C  0.64288  2.25869  -5.55220  -0.002
C  -1.02452  2.91549  -3.77373  -0.035
H  -2.05031  4.32096  -5.33620  0.127
H  1.39366  2.18799  -4.76515  0.062
H  1.11967  2.58238  -6.47739  0.092
H  0.33349  1.22440  -5.70269  0.075
H  -1.54113  1.97052  -3.60565  0.068
H  -0.24055  2.82566  -3.02179  0.063
H  -1.66792  3.67343  -3.32690  0.079
C  -1.41954  3.65405  4.33041  -0.309
O  -0.28072  3.72910  3.79962  -0.039
N  -2.40265  4.54543  4.17395  -0.179
C  -3.66362  4.22014  4.71150  -0.087
C  -2.25596  5.74721  3.27612  -0.008
H  -1.73427  2.88625  5.05402  0.112
H  -4.08575  5.09551  5.20508  0.087
H  -3.61730  3.45873  5.49011  0.095
H  -4.41874  3.95691  3.97081  0.088
H  -1.45365  5.54216  2.56736  0.069
H  -3.17286  6.01143  2.74928  0.074
H  -1.97221  6.60811  3.88146  0.086
C  -6.81603  -1.37156  3.63107  -0.283
O  -6.17179  -1.97379  4.52580  -0.059
N  -6.07461  -0.73040  2.65912  -0.158
C  -6.79924  -0.13391  1.54682  -0.069
C  -4.56650  -0.89745  2.55679  0.012
H  -7.91563  -1.35877  3.57711  0.136
H  -6.89522  -0.79675  0.68686  0.073
H  -6.20405  0.60508  1.01039  0.080
H  -7.82238  0.14982  1.79335  0.087
H  -4.09362  -0.06609  2.03396  0.069
H  -4.08690  -1.15165  3.50203  0.076
H  -4.37362  -1.75554  1.91291  0.071
C  5.06163  2.70605  3.67357  -0.307
O  4.81445  2.32101  2.53458  -0.003
N  6.27552  3.13871  4.16517  -0.166
C  6.40445  3.66080  5.52191  -0.058
C  7.51297  3.14800  3.37274  -0.050
H  4.21067  2.86097  4.35479  0.132
H  7.24884  3.20553  6.03945  0.084
H  5.51504  3.50084  6.13138  0.078
H  6.47738  4.74780  5.48708  0.088
H  7.32135  2.63572  2.42990  0.076
H  7.95886  4.10588  3.10491  0.086
H  8.34675  2.60429  3.81692  0.079
Cl  -3.28774  5.64130  -0.70431  0.665
C  -4.67293  6.02575  -1.66095  -0.685
C  -5.71991  4.99262  -1.37151  -0.568
Cl  -5.20283  3.30641  -2.01501  0.515
H  -4.31606  5.92224  -2.68566  0.061
H  -5.00318  7.05273  -1.50488  0.087
H  -6.65011  5.17346  -1.91013  0.068
H  -5.86098  5.09472  -0.29551  0.069
C  1.28927  5.47800  -0.27811  -0.054
C  1.05267  6.50966  -1.37243  -0.259
O  -0.10343  6.18987  -2.16953  -0.196
P  -0.59900  7.18371  -3.34778  0.504
O  -1.73130  6.64993  -4.14497  -0.241
O  0.72216  7.58817  -4.20027  -0.197
C  1.08510  6.70595  -5.26052  -0.239
C  2.63936  6.45636  -5.29342  -0.036
O  -0.94325  8.59554  -2.52236  -0.209
C  -1.18743  9.80557  -3.26015  -0.254
C  -2.65043  10.00901  -3.72410  -0.067
H  2.05218  5.57843  0.49388  0.087
H  0.38822  5.40127  0.33044  0.069
H  1.54547  4.58191  -0.84336  0.067
H  0.97939  7.54465  -1.03846  0.117
H  1.97320  6.46763  -1.95464  0.106
H  0.57662  5.74484  -5.18440  0.086
H  0.66983  7.16394  -6.15824  0.122
H  3.24858  7.32936  -5.05930  0.078
H  2.86597  5.73659  -4.50686  0.033
H  2.96457  6.04653  -6.24965  0.078
H  -0.82095  10.61152  -2.62434  0.115
H  -0.51422  9.77564  -4.11688  0.103
H  -2.96689  9.28755  -4.47738  0.067
H  -3.39224  9.83736  -2.94412  0.067
H  -2.84670  11.01259  -4.10147  0.072
C  -5.23298  -8.10767  0.06745  -0.067
C  -3.82288  -7.60856  0.05467  -0.262
O  -3.87880  -6.18860  -0.16664  -0.224
P  -3.68256  -5.14076  1.05271  0.535
O  -2.52168  -5.55936  1.86721  -0.237
O  -3.56466  -3.67407  0.27896  -0.209
C  -2.26336  -3.16693  -0.03044  -0.266
C  -1.75487  -3.79279  -1.29667  -0.066
O  -5.18176  -5.09779  1.77434  -0.203
C  -5.28274  -4.90715  3.20110  -0.288
C  -5.28522  -6.18154  3.97490  -0.070
H  -5.63719  -7.69428  -0.85658  0.075
H  -5.35306  -9.19060  0.03701  0.083
H  -5.87607  -7.59996  0.78631  0.073
H  -3.32613  -7.76718  1.01183  0.106
H  -3.18206  -8.02545  -0.72228  0.118
H  -2.31646  -2.08031  -0.09773  0.111
H  -1.52976  -3.44455  0.72644  0.097
H  -2.35860  -3.44178  -2.13357  0.043
H  -0.70681  -3.52757  -1.43567  0.089
H  -1.81724  -4.87853  -1.37005  0.080
H  -4.39852  -4.35733  3.52348  0.102
H  -6.16583  -4.29173  3.37291  0.110
H  -5.35983  -5.79792  4.99242  0.087
H  -6.16763  -6.76525  3.71269  0.081
H  -4.35786  -6.74450  3.86918  0.080
C  4.98488  0.81216  10.97814  -0.066
C  6.18321  0.34135  10.13192  -0.260
O  6.07088  0.63618  8.73583  -0.181
P  5.58507  -0.53604  7.75122  0.473
O  5.97861  -1.95603  8.03179  -0.243
O  3.98767  -0.34431  7.71628  -0.180
C  3.30372  0.75965  7.18406  -0.277
C  2.23115  0.24770  6.28208  -0.054
O  6.10357  -0.01064  6.31424  -0.202
C  7.45759  -0.22424  6.01642  -0.274
C  7.36204  -0.75318  4.56052  -0.058
H  5.23050  0.84693  12.03954  0.074
H  4.65117  1.81744  10.72095  0.075
H  4.12642  0.14646  10.88877  0.073
H  7.05796  0.90763  10.45167  0.113
H  6.44108  -0.69985  10.32557  0.113
H  2.84540  1.23499  8.05129  0.126
H  4.02765  1.41106  6.69449  0.098
H  1.78279  1.02948  5.66896  0.077
H  2.55141  -0.47152  5.52826  0.055
H  1.44010  -0.18566  6.89407  0.088
H  8.12807  0.62685  6.13554  0.111
H  7.90988  -1.03876  6.58219  0.111
H  6.67505  -1.59925  4.57817  0.058
H  6.89559  -0.03475  3.88644  0.064
H  8.26071  -1.17103  4.10678  0.077
C  -2.57673  -0.88630  -4.18017  -0.055
C  -3.86127  -0.23816  -3.65607  -0.280
O  -4.96717  -0.60485  -4.47350  -0.180
P  -6.25699  -1.45362  -3.88738  0.566
O  -6.96723  -0.79162  -2.72906  -0.266
O  -7.19395  -1.57545  -5.23452  -0.194
C  -8.38903  -2.32214  -5.21871  -0.284
C  -8.88527  -2.57638  -6.66521  -0.058
O  -5.63762  -2.96124  -3.68569  -0.194
C  -5.05792  -3.27857  -2.39762  -0.260
C  -6.16687  -3.80072  -1.49936  -0.059
H  -2.34573  -0.46516  -5.15863  0.077
H  -1.75860  -0.62173  -3.51028  0.066
H  -2.67172  -1.95389  -4.37851  0.070
H  -3.91087  -0.52526  -2.60574  0.100
H  -3.76723  0.84503  -3.57879  0.097
H  -8.16317  -3.21290  -4.63250  0.108
H  -9.18095  -1.76779  -4.71506  0.115
H  -9.32525  -1.66206  -7.06337  0.072
H  -8.05504  -2.83938  -7.32068  0.076
H  -9.66942  -3.33347  -6.65953  0.073
H  -4.30787  -4.04973  -2.57323  0.093
H  -4.59542  -2.43085  -1.89208  0.097
H  -5.86004  -4.40600  -0.64637  0.043
H  -6.90935  -3.05281  -1.22106  0.074
H  -6.66062  -4.60241  -2.04855  0.080
C  2.89996  0.03415  -2.10665  -0.065
C  1.46282  0.38788  -2.32174  -0.260
O  0.71582  -0.25931  -1.25826  -0.185
P  -0.12213  0.65626  -0.18280  0.538
O  -0.71287  -0.19147  0.91467  -0.260
O  -1.27353  1.43676  -1.00532  -0.207
C  -1.77632  2.70074  -0.48493  -0.265
C  -2.35293  2.60691  0.95317  -0.053
O  0.87562  1.87717  0.22606  -0.189
C  1.98213  1.67723  0.98501  -0.284
C  1.72156  1.86819  2.52350  -0.047
H  3.46748  0.45606  -2.93613  0.074
H  3.31683  0.43765  -1.18388  0.051
H  3.05660  -1.04436  -2.08719  0.075
H  1.44680  1.47704  -2.28233  0.085
H  1.00722  0.07631  -3.26167  0.101
H  -0.98603  3.44793  -0.55742  0.094
H  -2.57648  2.95474  -1.18016  0.035
H  -3.17168  1.90684  1.11945  0.066
H  -1.54820  2.41317  1.66239  0.058
H  -2.79800  3.58209  1.15073  0.037
H  2.55156  0.77079  0.77953  0.107
H  2.62453  2.47446  0.61106  0.108
H  2.43441  1.38072  3.18858  0.046
H  1.77151  2.86963  2.95095  0.059
H  0.77186  1.41781  2.81215  0.047
C  1.59839  -1.78066  -5.53635  -0.041
C  1.61990  -3.13361  -4.79099  -0.287
O  0.38875  -3.71460  -5.04755  -0.200
P  0.31236  -5.30844  -5.13147  0.517
O  1.18383  -5.96144  -6.18408  -0.257
O  0.62968  -5.69265  -3.58075  -0.212
C  1.82462  -6.40674  -3.07518  -0.218
C  1.63802  -7.90617  -3.33195  -0.075
O  -1.27950  -5.63563  -5.34229  -0.167
C  -2.34480  -5.32252  -4.53580  -0.293
C  -3.05479  -6.55514  -3.88808  -0.043
H  2.47949  -1.19964  -5.26402  0.072
H  1.38787  -1.89215  -6.60001  0.086
H  0.73948  -1.18405  -5.22908  0.042
H  2.38912  -3.83828  -5.10694  0.107
H  1.69788  -3.06967  -3.70566  0.115
H  2.80750  -6.08459  -3.41904  0.109
H  1.88946  -6.10816  -2.02887  0.110
H  1.69721  -8.10267  -4.40245  0.070
H  2.38659  -8.55744  -2.88073  0.075
H  0.63215  -8.23837  -3.07512  0.073
H  -1.96272  -4.68617  -3.73757  0.073
H  -3.05486  -4.73804  -5.12088  0.124
H  -3.30963  -7.29823  -4.64372  0.073
H  -2.39172  -7.15394  -3.26368  0.063
H  -3.95660  -6.32874  -3.31926  0.063

E ... -8267.088462 hartree
LUMO energy ... 0.32 eV
Charge ... 0

=====

A molecular structure, C7H7LaN5O4. Source: the OMol25 dataset; level of theory: the ωB97M-V functional and the def2-TZVPD basis.

Each line ends with the Löwdin charge.
CARTESIAN COORDINATES (ANGSTROEM)
La  0.24972  0.18682  -0.19599  1.586
O  -2.18924  0.42384  -2.21419  0.288
C  -1.31774  0.35206  -1.53320  -0.282
C  1.66085  -0.04029  1.28901  -0.285
O  2.38984  -0.18056  2.13405  0.268
C  -0.02334  2.15507  0.36623  -0.277
O  -0.19594  3.21207  0.69584  0.273
C  0.55817  -1.76738  -0.78993  -0.280
O  0.69893  -2.82756  -1.08683  0.285
C  3.43127  1.70580  -3.93981  0.187
H  3.20609  0.91836  -4.71267  0.157
H  2.94400  2.68985  -4.19010  0.157
C  4.34454  1.58525  -3.07296  0.190
H  4.74846  2.45131  -2.47695  0.158
H  5.01066  0.67987  -2.99957  0.158
N  -4.30840  -2.28106  2.59212  0.216
N  -3.10836  -1.49478  2.42722  -0.164
N  -2.52611  -0.83992  3.48338  0.192
C  -1.49653  -0.28186  2.85456  -0.163
N  -1.41375  -0.54970  1.50412  -0.134
N  -2.52231  -1.37886  1.22753  0.108
H  -4.68197  -2.72777  1.79894  0.109
H  -4.70978  -2.34144  3.49160  0.118
H  -0.74905  0.35088  3.34761  0.135

ΔE to the lowest compared entry with this formula, charge and spin ... 1273.4 kJ/mol
E ... -875.509332 hartree
LUMO energy (alpha / beta) ... -16.00 / -13.12 eV
Charge ... +3

=====

A molecular structure, C23H43GdN2O2P3. Source: the OMol25 dataset; level of theory: the ωB97M-V functional and the def2-TZVPD basis.

Each line ends with the Löwdin spin population.
CARTESIAN COORDINATES (ANGSTROEM)
Gd  0.10456  0.99975  -1.05472  6.722
P  0.46742  -2.03276  1.19685  -0.006
P  0.54352  -2.13510  -2.49626  -0.012
P  -1.38749  1.26886  1.85382  0.114
H  -1.15385  0.62804  -3.86103  0.000
C  -0.81112  1.56350  -3.40245  0.003
C  0.50634  1.90116  -3.14491  -0.020
H  1.36762  1.44357  -3.62273  0.001
C  -0.96900  -3.13716  1.44292  -0.001
C  1.69774  -3.40305  1.09954  -0.002
C  0.86026  -1.62810  2.94587  0.000
C  0.52335  -1.32123  -4.09407  0.000
C  2.26575  -2.60279  -2.31719  -0.001
C  -0.53100  -3.57796  -2.58181  -0.003
C  -2.33895  2.83467  1.75632  0.009
C  -0.70700  1.43525  3.57212  0.027
C  -2.84873  0.17157  2.07851  0.013
H  -1.60367  2.32190  -3.47914  0.000
H  0.58036  2.87599  -2.63161  -0.003
H  -0.64308  -4.08185  1.88675  0.000
H  -1.40584  -3.33076  0.46137  0.000
H  -1.69371  -2.65371  2.10020  0.000
H  1.51833  -4.09091  1.94122  0.000
H  2.71964  -3.01924  1.16746  0.000
H  1.56889  -3.96217  0.16912  0.000
H  0.69389  -2.52778  3.55546  0.000
H  0.24612  -0.81075  3.33290  0.000
H  1.91490  -1.32997  3.00712  0.000
H  0.40770  -2.08018  -4.88259  0.000
H  1.41446  -0.71548  -4.29927  0.000
H  -0.32878  -0.65065  -4.17228  0.000
H  2.48179  -3.35495  -3.09011  0.000
H  2.51239  -2.99763  -1.32304  0.000
H  2.85884  -1.69625  -2.52306  0.000
H  -0.56844  -3.93265  -3.62601  -0.001
H  -1.54363  -3.29920  -2.24146  0.000
H  -0.11039  -4.35882  -1.92850  0.000
H  -2.59248  3.12784  2.78302  0.003
H  -3.27289  2.66739  1.21445  0.000
H  -1.76952  3.63271  1.26376  0.000
H  -1.12769  2.32729  4.06140  0.003
H  0.38699  1.55094  3.51414  0.001
H  -0.95219  0.54148  4.16057  0.001
H  -3.73649  0.73881  2.39445  0.003
H  -2.64646  -0.61232  2.81843  0.000
H  -3.05223  -0.29275  1.10688  0.001
C  -3.19529  1.61458  -1.43895  0.024
C  -4.15445  0.70501  -1.93543  0.033
C  -5.35840  1.21693  -2.39363  0.001
C  -5.63171  2.59367  -2.40420  0.059
C  -4.69349  3.47280  -1.84761  0.000
C  -3.42393  3.01733  -1.44500  0.037
O  -2.00489  1.12249  -1.08257  0.033
H  -0.15680  -1.38590  -1.46946  -0.013
H  -3.82020  -0.34922  -1.97134  0.001
H  -6.11009  0.53209  -2.77459  -0.001
H  -6.57917  2.96682  -2.80223  0.003
H  -4.98387  4.51041  -1.72154  -0.001
H  -2.59351  3.66496  -1.19696  0.001
N  6.47268  0.38800  3.00256  0.000
C  5.47007  1.32022  3.03883  0.000
O  5.54236  2.32528  3.74974  0.000
C  4.31605  1.11822  2.11319  0.000
C  4.26795  0.12006  1.12733  0.000
C  3.14805  -0.00094  0.29653  -0.001
N  2.14380  0.93115  0.30303  -0.021
C  2.15014  1.86536  1.30504  -0.005
C  3.22859  2.00285  2.17481  0.000
H  7.20490  0.52435  3.67313  0.000
H  6.33963  -0.54879  2.68021  0.000
H  5.07654  -0.60355  1.05621  0.000
H  3.06819  -0.81366  -0.43170  0.000
H  1.26188  2.52767  1.33137  -0.004
H  3.16874  2.76729  2.95083  0.000

E ... -2950.865194 hartree
⟨S²⟩ ... 16.20
LUMO energy (alpha / beta) ... -9.88 / -11.64 eV
Spin multiplicity ... 8
Charge ... +3

=====

The calculation returns the following max |F| values, one per record and in order: 5.1, 13.3, 5.2 eV/Å.